*A*
DFT (ωB97M-V/def2-TZVPD) results for a single C3HN3 molecule.

The HOMO-LUMO gap comes out at 8.51 eV. Its HOMO energy is -9.92 eV. As for the spin multiplicity: 1. The calculation puts the molar mass at 79.1 g mol⁻¹.

Positions of all 7 atoms, in Å:
C 1.08564 0.04913 -0.00241
H 2.15998 0.06009 0.00262
C 0.25752 -1.10075 -0.00422
N -1.99714 0.46246 0.00772
N -0.81394 -1.54823 0.00177
C 0.27967 1.14443 -0.00254
N -0.97173 0.93286 -0.00293

Calculated atomic charges, method Mulliken, unit e: -0.39 0.36 0.48 -0.38 -0.47 -0.18 0.57

---

*B*
DFT (ωB97M-V/def2-TZVPD) results for a single C3HN3 molecule.

The HOMO-LUMO gap (spin up / spin down) comes out at 7.84 / 7.84 eV. Its HOMO energy (spin up / spin down) is -8.81 / -8.82 eV. As for the spin multiplicity: 1. The calculation puts the molar mass at 79.1 g mol⁻¹.

Positions of all 7 atoms, in Å:
C -2.34115 0.71620 0.04442
N 0.55519 -1.13686 -0.01060
N -0.32596 -1.84815 0.00795
N -1.16887 0.85475 -0.02728
C 1.05171 0.10139 -0.01142
C 0.11490 1.06882 -0.01299
H 2.11418 0.24384 0.00993

Calculated atomic charges, method Mulliken, unit e: -0.10 0.38 -0.31 0.03 -0.30 -0.08 0.38

---

The structure with the least stability is *B*.

---

*A*
DFT (ωB97M-V/def2-TZVPD) results for 10 unconnected molecules or ions with the total composition C24H68O10.

Its structure (SMILES) is CC(C)O.CC(C)O.CC(C)O.CC(C)O.CC(C)O.CC(C)O.CC(C)O.CC(C)O.O.O. The HOMO-LUMO gap comes out at 9.54 eV. Its HOMO energy is -9.63 eV. As for the spin multiplicity: 1. The calculation puts the molar mass at 516.8 g mol⁻¹.

Positions of all 102 atoms, in Å:
H -2.09488 -1.67639 4.01144
H 0.19701 -4.63288 0.05640
H 4.70181 1.71422 -1.58995
H 6.32084 -3.33283 1.80263
H 1.69156 5.03890 4.07696
H -4.96425 1.77166 0.61364
H -1.46603 1.30828 2.23774
H -1.99096 -0.19627 4.35901
C -4.71772 3.81660 1.27640
H 1.23783 5.18460 0.37875
H -3.45300 -5.13067 -0.82155
H -3.35447 1.75097 -2.99073
O 1.32643 -2.21807 3.84166
H 2.45811 -3.97366 -0.90443
H 0.55186 -0.85674 0.49693
H 4.84388 -0.34944 0.01906
H -4.18519 4.00843 3.16012
H -1.65486 -6.14643 0.73031
H -4.08207 2.46233 -6.37445
O -4.61667 3.33800 2.62100
C 5.11954 -1.52390 2.26535
H 4.71565 -0.77975 4.22452
H 0.60426 -1.64487 4.12655
H -6.59864 2.63443 -4.69961
H 2.91019 -2.53203 -3.54930
C -1.83544 -5.07496 0.64003
H 4.51200 -0.93713 -3.07482
C -1.85921 0.17404 -0.12178
C 4.38398 0.66549 -1.61793
H -2.64433 0.06147 0.62885
H 2.79952 -0.43478 -0.65649
H -0.90960 -4.95972 -1.25871
H 5.59082 -2.26798 4.22336
H -0.95422 3.65827 1.99655
H 2.63286 5.45752 2.67290
H -3.71734 3.92346 0.84270
H 1.16889 3.22365 2.71691
H 5.44486 -2.65199 0.45705
C 0.23479 -0.09276 1.21257
C 3.01453 -3.37576 -2.86419
C -3.25659 -4.78235 0.19261
H 3.70940 0.48299 -3.72308
O 5.27638 -0.08021 -0.80444
H 2.87677 1.15161 -0.16215
H 1.43667 -2.59648 -1.51800
H -0.07479 1.43435 -0.23428
O 2.20393 -4.44009 -3.43023
O -1.64637 -4.55143 1.97799
H -6.37369 1.53014 -6.04134
C -4.39136 1.95917 -3.24902
C 0.92247 4.17922 2.23541
H -2.41921 -4.03666 2.22268
H -3.97661 -5.31271 0.82316
C 1.60932 5.28864 3.01650
H 5.02230 -3.47057 -3.63242
H -6.75754 0.94872 -4.37002
H -2.27733 0.69541 -0.98245
H 4.56720 -3.52536 1.71997
H 0.95859 -3.10564 3.88238
H 1.14113 0.37513 1.59785
C 4.47314 -3.81541 -2.75296
O -1.46066 -0.96101 4.11459
C -5.44889 5.13611 1.24139
H -4.17765 0.71635 -4.99984
H -4.86801 5.89407 1.77189
C 2.96022 0.55420 -1.08256
H -6.49161 2.58658 0.75672
C 5.39086 -2.83054 1.53492
H 2.36983 3.85971 0.63283
H -6.43325 5.04186 1.69869
O -0.47341 4.41811 2.34904
H -4.96813 1.28260 -2.60466
H 0.66738 3.52860 0.19119
H 4.54634 -4.90310 -2.77347
H 3.10668 -2.36224 -1.03537
H -5.38235 2.93851 -0.57618
H 3.28765 -0.89211 2.19886
C 4.77092 -1.75549 3.72377
O -4.08087 2.70362 -5.44442
H 5.44041 0.48640 -3.48156
C -5.44450 2.74954 0.49898
C 4.49563 0.15254 -3.04189
O 4.02715 -0.84980 1.58427
H -0.32068 -0.59816 2.00277
H -5.58816 5.46746 0.21034
H 4.94357 -3.44837 -1.84345
O -1.16718 1.83436 1.48985
H 5.98557 -0.86167 2.21147
H 1.04953 6.22027 2.94552
C -0.67495 0.91046 0.50606
H 3.79304 -2.22156 3.83795
C 2.41674 -3.06604 -1.50823
H 2.19232 0.87080 -1.78352
H -4.67175 2.98569 -3.03089
C -6.18846 1.66001 -4.97499
H -3.44703 -3.70963 0.26584
C 1.33160 4.16800 0.77159
C -4.71140 1.61329 -4.68551
H 2.21468 -4.36245 -4.38759
H -1.58114 -0.83550 -0.42988
H -0.97674 -3.39759 -0.49965
C -0.81945 -4.45565 -0.28849

Results of the Mulliken charge analysis, in e, for atoms 1 through 99: 0.28 0.28 0.27 0.43 0.38 0.23 0.17 0.28 0.93 0.37 0.38 0.21 -0.57 0.29 -0.07 0.34 0.34 0.21 0.31 -0.59 0.49 0.38 0.26 0.32 0.40 0.58 0.06 -0.71 0.65 0.27 -0.38 0.39 0.41 0.31 0.35 0.01 -0.01 0.04 -0.79 0.39 -1.43 0.34 -0.57 0.26 0.25 0.14 -0.56 -0.52 0.34 -1.17 1.03 0.28 0.40 -1.51 0.32 0.33 -0.10 0.26 0.29 0.04 -1.33 -0.58 -1.42 0.30 0.39 -0.67 0.38 -1.00 0.30 0.34 -0.57 0.37 0.19 0.48 -0.33 0.15 0.12 -1.44 -0.56 0.41 -1.10 -1.31 -0.40 0.58 0.35 0.09 -0.24 0.27 0.34 0.64 0.34 -0.25 0.57 0.35 -1.23 0.33 -1.19 0.38 0.33

---

*B*
DFT (ωB97M-V/def2-TZVPD) results for 10 unconnected molecules or ions with the total composition C24H68O10.

Its structure (SMILES) is CC(C)O.CC(C)O.CC(C)O.CC(C)O.CCO.CCO.CCO.CCO.CCO.CCO. The HOMO-LUMO gap comes out at 9.92 eV. Its HOMO energy is -9.55 eV. As for the spin multiplicity: 1. The calculation puts the molar mass at 516.8 g mol⁻¹.

Positions of all 102 atoms, in Å:
H 2.28423 1.85236 3.09839
C 2.74181 0.10686 4.24819
C 1.31256 -3.20574 -3.58205
H 3.74871 1.05430 2.63207
O 5.77330 1.24778 -1.07954
H 2.95268 -2.95409 1.52891
H 1.34312 3.02420 -4.66275
H -4.02702 3.21018 3.69305
O 3.45513 -5.63598 0.68352
H 3.26343 0.98741 -1.96167
O -0.23376 -3.33957 -1.80104
H -3.44924 0.82891 3.57050
H -1.62886 2.63749 -0.44866
H 0.85657 -1.50861 -0.17536
H 2.24436 -1.71056 3.80588
C -4.66642 0.80336 -3.04228
H 6.22512 1.84675 -0.47620
C 3.83948 -4.39321 0.10707
H 3.74979 2.07736 4.08301
C 2.89460 -3.27710 0.48818
H -2.59275 0.20565 -2.70267
H 1.60808 -0.30245 1.78302
C 4.64734 0.73643 -0.36455
H -0.42496 -0.07102 -3.53653
C 3.17479 1.36017 3.50593
O 0.83627 2.51670 -5.30655
H -0.24679 2.49337 1.75912
H -3.51999 -1.10403 -3.25717
C -0.74710 -0.06648 -0.34327
H -1.35454 4.36168 -0.39190
H 1.46884 -3.44491 -4.63758
H -1.44055 -0.69696 -0.89617
C 5.09879 -0.27432 0.70669
C -3.60589 -0.20607 -2.63233
C -0.10218 -3.60698 -3.18780
H -0.36612 0.67659 -1.04540
H -0.12763 -1.40487 1.25410
H 1.84347 -3.56865 0.36251
H 2.82899 -0.23468 -0.72875
H -4.46796 1.11925 -4.07197
H 3.62606 -0.23184 4.80900
H -3.71607 2.45469 -2.08258
C -0.83410 2.74616 -3.59391
C -2.59455 1.50957 3.59005
C -4.70299 1.97903 -2.08518
H 5.69053 -1.07121 0.25124
H 4.09598 -0.59630 -1.96570
H 0.19329 4.17089 1.50337
H -0.82918 -3.00003 -3.73717
H -6.01697 -0.46505 -3.68216
H -0.27852 -4.64281 -3.48898
H -0.95125 1.62468 -5.40663
H 4.19144 1.55084 0.21684
C 3.62992 0.16834 -1.34473
H -3.16624 -2.02126 3.20928
C -3.89261 -2.32544 2.44585
C -0.08534 3.25158 0.98478
H 3.86703 -4.48496 -0.98320
H 4.23640 -0.65726 1.25397
O 0.97104 2.81561 0.15710
H 4.84344 -4.15410 0.45453
C -3.06924 2.86114 4.09147
H -3.93924 -4.22729 2.91031
H -4.92252 -2.19947 2.79160
H -3.72513 -0.60598 -1.62376
H -1.09131 -3.63874 -1.48008
C -1.38381 3.45913 0.22444
H -2.21429 1.59651 2.57561
C 0.30168 -0.79942 0.44654
H -4.42288 -1.85078 0.43307
H -1.78647 2.35615 -3.22367
H -5.42884 2.73730 -2.37411
H 1.21792 1.89409 0.34289
H -1.85270 1.08083 4.25934
H 2.94509 -2.38925 -0.14558
H 0.82635 -0.03948 -4.77520
C -3.70118 -1.51716 1.17975
C -0.21212 1.81654 -4.62400
H -0.17114 2.90458 -2.73628
H 0.66827 0.57844 4.69072
H -3.88714 -0.46779 1.40886
H 5.74372 0.19974 1.45302
H 2.04168 -3.76965 -3.00352
H 1.46260 -2.13072 -3.49888
O 1.21557 0.15037 1.01347
C 1.59164 0.30204 5.20619
H 1.34974 -0.56550 5.82585
O -2.05579 3.82732 3.72694
H 1.11255 0.84603 -3.27171
H -1.06313 3.73208 -4.00327
H -3.17636 2.93288 5.17975
O 2.43461 -0.92200 3.28461
H -4.88014 1.70952 -1.04358
O -5.96071 0.18581 -2.97389
H -2.41362 4.71068 3.84980
C 0.34734 0.55066 -3.99085
H -2.21107 3.57957 0.92811
O -3.59940 -3.70598 2.17834
H 2.66034 -5.93057 0.22934
H -1.36654 0.51256 0.35034
H -2.68890 -1.63278 0.79865
H 1.83757 1.10694 5.90561

Results of the Mulliken charge analysis, in e, for atoms 1 through 99: 0.04 0.44 -0.68 -0.11 -0.58 -0.03 0.36 0.35 -0.54 0.27 -0.35 0.32 -0.21 -0.40 0.23 0.50 0.38 -0.66 0.46 0.30 -0.41 -0.43 0.44 0.11 -0.68 -0.60 -0.21 0.42 0.12 0.45 0.43 0.25 -1.22 -0.05 -0.26 0.05 0.41 0.29 -0.37 0.24 0.30 0.21 -0.67 -0.14 -1.17 0.28 0.52 0.43 0.26 0.32 0.36 0.36 0.19 -0.51 0.28 -0.60 0.31 0.30 0.13 -0.59 0.29 -0.56 0.30 0.41 -0.09 0.20 -0.65 -0.28 0.08 0.38 -0.24 0.36 0.02 0.15 -0.31 0.44 -0.43 0.03 0.23 0.13 0.22 0.44 0.15 -0.06 0.94 -1.26 0.42 -0.49 -0.25 0.46 0.33 -0.42 0.28 -0.58 0.27 -0.23 0.29 -0.54 0.32

---

The structure with the least stability is *B*.

---

*A*
DFT (ωB97M-V/def2-TZVPD) results for 3 unconnected molecules or ions with the total composition C6H10O2.

The HOMO-LUMO gap comes out at 9.28 eV. Its HOMO energy is -8.55 eV. As for the spin multiplicity: 1. The calculation puts the molar mass at 114.1 g mol⁻¹.

Positions of all 18 atoms, in Å:
H -1.35244 -0.78874 2.22873
C -1.44438 -0.57787 -1.22464
H -1.83421 -1.51161 -1.64672
C -1.53875 -0.33003 1.26504
O 1.30556 1.29852 -1.34703
H 3.22225 -0.53946 -1.00984
H -0.65152 -0.24774 -1.90173
H -2.20780 0.20011 -1.24109
H -0.19429 -1.59633 0.25734
C -0.52471 1.49454 1.84377
O -1.03265 2.09726 2.66936
H 2.71683 -0.93077 0.71135
H 1.91151 1.06131 -2.06412
C 2.53909 -0.37197 -0.18920
H -2.49244 0.16745 1.17167
H 0.97017 0.89090 0.60694
C 1.51787 0.47408 -0.28090
C -0.91007 -0.78966 0.15106

Calculated atomic charges, method Mulliken, unit e: 0.35 -0.99 0.30 -0.98 -0.46 0.19 0.24 0.31 0.38 0.13 -0.24 0.29 0.30 -0.82 0.34 0.04 0.53 0.09

---

*B*
DFT (ωB97M-V/def2-TZVPD) results for a single C6H10O2 molecule.

The HOMO-LUMO gap comes out at 8.59 eV. Its HOMO energy is -8.75 eV. As for the spin multiplicity: 1. The calculation puts the molar mass at 114.1 g mol⁻¹.

Positions of all 18 atoms, in Å:
H -2.11357 -1.38381 0.74510
O 2.15864 0.84699 -0.78278
C -1.76649 -0.43511 0.31569
C -0.34847 -0.62169 -0.11501
H 0.01710 0.91715 -0.66864
H 0.43190 -0.14370 1.83803
H 1.36369 3.05976 0.36243
H 1.57581 -1.08706 0.76319
H 0.12770 -2.45090 -1.07672
O 0.08124 2.24892 1.71111
H -0.83040 -1.34623 -2.08605
C -0.03390 -1.40169 -1.34497
H -2.41925 -0.20505 -0.52673
H 0.90778 -1.02877 -1.76874
H -1.85608 0.33121 1.08375
C 0.81805 2.18715 0.76546
C 1.14777 0.91314 -0.04347
C 0.73848 -0.40029 0.82836

Calculated atomic charges, method Mulliken, unit e: 0.37 -0.71 -1.31 0.85 -0.02 0.40 0.38 0.38 0.36 -0.47 0.36 -1.30 0.35 0.36 0.36 -0.11 0.75 -0.99

---

The structure with the least stability is *B*.